Record 1
31
Properties=species:S:1:pos:R:3 method="wB97M-V/def2-TZVPD" total_energy_ha=-579.5977 e_above_lowest_ev=1.537 largest_force_ev_per_a=1.9 e_homo_ev=-9.81 lumo_ev=0.4 homo_lumo_gap_ev=10.230
C 0.441 0.138 3.021
O 1.811 -0.166 3.423
C 0.357 0.035 1.476
C -0.302 -1.260 1.007
C -1.843 -1.219 0.730
C -2.281 -0.630 -0.590
C -1.963 -1.405 -1.846
C -0.987 -2.254 -2.127
H -0.087 -0.675 3.516
H 0.185 1.127 3.398
H 2.266 0.677 3.529
H 1.380 -0.093 1.252
H 0.033 0.957 0.997
H 0.135 -1.552 0.059
H -0.178 -2.009 1.784
H -2.324 -0.802 1.593
H -2.008 -2.297 0.698
H -3.320 -0.352 -0.657
H -1.714 0.297 -0.767
H -2.497 -1.064 -2.726
H -0.852 -2.648 -3.132
H -0.163 -2.616 -1.531
H 0.799 2.840 -1.673
H -0.270 3.797 -1.177
O 0.677 3.661 -1.172
H 2.447 2.761 -0.488
H 2.389 2.229 0.920
O 2.664 1.983 0.040
H 1.403 -0.259 -3.715
H 2.030 0.237 -2.483
O 1.769 0.564 -3.359

=====

Record 2
67
Properties=species:S:1:pos:R:3 method="wB97M-V/def2-TZVPD" total_energy_ha=-1608.7633 e_above_lowest_ev=0.000 charge=+1 largest_force_ev_per_a=1.0 e_homo_ev=-10.36 lumo_ev=-2.9 homo_lumo_gap_ev=7.502
C 5.634 2.234 1.803
C 5.922 2.233 0.309
H 6.865 2.741 0.088
H 5.113 2.711 -0.252
O 6.069 0.890 -0.157
C 5.100 0.396 -0.934
O 4.164 1.038 -1.364
N 5.323 -0.913 -1.249
C 6.147 -1.740 -0.389
H 7.031 -1.183 -0.085
C 5.306 -2.166 0.841
N 3.901 -2.055 0.500
C 3.183 -1.053 1.058
O 3.591 -0.375 1.985
C 1.817 -0.791 0.498
C 1.568 0.465 0.062
N 0.367 0.904 -0.392
C -0.726 0.086 -0.295
C -2.017 0.516 -0.629
C -3.122 -0.316 -0.531
C -2.910 -1.628 -0.090
C -1.660 -2.083 0.236
C -0.554 -1.242 0.150
C 0.761 -1.787 0.540
O 0.907 -2.958 0.854
H -1.511 -3.095 0.582
F -3.973 -2.470 0.056
N -4.380 0.196 -0.897
C -4.894 1.364 -0.239
H -4.078 1.929 0.209
C -5.892 0.975 0.867
N -7.007 0.195 0.278
H -7.425 0.775 -0.460
C -8.048 -0.124 1.269
H -8.446 0.790 1.708
H -7.623 -0.739 2.060
H -8.861 -0.673 0.798
C -6.472 -1.028 -0.374
C -5.424 -0.636 -1.428
H -4.997 -1.539 -1.862
H -5.922 -0.081 -2.236
H -7.289 -1.575 -0.846
H -6.024 -1.658 0.394
H -6.290 1.866 1.355
H -5.395 0.350 1.613
H -5.397 2.008 -0.972
H -2.181 1.520 -0.984
C 0.298 2.260 -0.906
C -0.077 3.257 0.188
H -1.048 3.022 0.618
H -0.109 4.262 -0.223
H 0.663 3.232 0.983
H 1.283 2.510 -1.305
H -0.413 2.298 -1.734
H 2.373 1.183 0.016
C 3.610 -2.592 -0.808
H 4.052 -3.590 -0.857
C 4.243 -1.657 -1.867
H 3.519 -0.929 -2.239
H 4.639 -2.232 -2.709
H 2.538 -2.691 -0.958
H 5.533 -3.194 1.133
H 5.487 -1.501 1.687
H 6.459 -2.608 -0.974
H 6.490 1.845 2.349
H 4.775 1.603 2.022
H 5.433 3.247 2.137

=====

Record 3
52
Properties=species:S:1:pos:R:3 method="wB97M-V/def2-TZVPD" total_energy_ha=-4810.7478 spin_multiplicity=5 e_above_lowest_ev=1.922 charge=+2 s2=6.0788 largest_force_ev_per_a=5.6 e_homo_ev="-13.66 / -13.82" lumo_ev="-7.4 / -8.2" homo_lumo_gap_ev="6.292 / 5.665"
Os 0.791 -0.417 -0.748
S 2.194 -1.688 0.435
C 1.766 -1.370 2.100
C 0.603 -1.546 2.736
C 0.542 -1.505 4.141
C -0.630 -1.841 4.746
N -1.608 -2.084 5.349
C 1.711 -1.258 4.961
C 2.916 -1.081 4.287
C 3.002 -1.244 2.858
S 4.469 -1.217 2.069
C 1.549 -1.359 6.363
N 1.291 -1.400 7.490
H -0.340 -1.777 2.256
H 3.833 -0.928 4.793
S -4.918 -1.215 -5.338
N -4.289 -2.230 -4.210
C -3.209 -1.667 -3.671
C -2.497 -2.176 -2.563
C -2.769 -3.358 -1.848
C -1.790 -3.796 -0.910
C -0.682 -2.952 -0.636
N -0.556 -1.692 -1.132
C -1.410 -1.350 -2.187
C -0.972 -0.219 -2.960
N 0.038 0.527 -2.426
C 0.560 1.640 -3.066
C 0.175 1.904 -4.363
C -1.028 1.310 -4.922
C -1.599 0.311 -4.140
C -2.864 -0.378 -4.418
N -3.719 -0.073 -5.385
H -3.734 -3.884 -1.902
H -1.762 -4.834 -0.447
H 0.036 -3.272 0.123
H 1.414 2.055 -2.506
H 0.746 2.588 -4.974
H -1.497 1.640 -5.844
C 0.231 1.856 2.475
As 1.033 2.570 0.848
C 0.074 3.945 -0.194
C 2.575 3.525 1.425
O 1.598 1.261 -0.320
H -0.188 2.665 3.107
H 1.091 1.473 3.046
H -0.548 1.066 2.242
H -0.110 4.956 0.187
H -0.836 3.409 -0.435
H 0.739 3.992 -1.087
H 2.961 4.150 0.585
H 3.239 2.735 1.792
H 2.376 4.232 2.217

=====

Record 4
19
Properties=species:S:1:pos:R:3 method="wB97M-V/def2-TZVPD" total_energy_ha=-3020.8607 e_above_lowest_ev=3.998 largest_force_ev_per_a=4.9 e_homo_ev="-7.30 / -6.91" lumo_ev="-3.7 / -4.1" homo_lumo_gap_ev="3.556 / 2.813"
B -0.668 2.400 -0.207
C 0.904 -2.742 0.432
C 1.993 -2.000 -0.177
C -0.224 -2.016 0.660
C 1.797 -0.702 -0.470
C -0.422 -0.660 0.491
C 0.596 0.046 -0.151
C 0.447 1.401 -0.430
O -1.997 2.106 -0.139
O -0.284 3.685 0.011
Br -4.348 -0.240 -0.052
H 1.004 -3.903 0.675
H 2.958 -2.526 -0.406
H -1.105 -2.334 1.262
H 2.549 -0.074 -0.914
H -1.244 -0.036 0.643
H 1.233 1.966 -1.000
H -2.274 1.233 -0.286
H -0.914 4.396 0.059

=====

Record 5
17
Properties=species:S:1:pos:R:3 method="wB97M-V/def2-TZVPD" total_energy_ha=-322.2558 e_above_lowest_ev=5.572 charge=+1 largest_force_ev_per_a=3.9 e_homo_ev="-11.40 / -11.40" lumo_ev="-4.0 / -4.0" homo_lumo_gap_ev="7.371 / 7.372"
C -0.541 -0.291 -0.935
C -0.898 -0.244 1.205
C 1.304 0.941 -1.827
C -2.252 -0.849 1.494
N 0.855 -0.064 -1.075
N 2.502 0.960 -2.385
N 0.117 -0.225 2.015
H -1.380 0.422 -1.315
H 0.645 1.725 -2.172
H -3.018 -0.489 0.817
H -2.744 -0.725 2.484
H -2.140 -2.005 1.573
H 1.608 -0.739 -0.883
H 2.565 1.069 -3.390
H 3.105 0.327 -1.910
H 0.956 0.296 1.795
H 0.020 -0.689 2.908

=====

Record 6
74
Properties=species:S:1:pos:R:3 method="wB97M-V/def2-TZVPD" total_energy_ha=-3187.8966 largest_force_ev_per_a=3.6 e_homo_ev=-7.59 lumo_ev=0.3 homo_lumo_gap_ev=7.913
C 3.368 0.165 3.628
C 4.560 0.925 3.018
C 4.373 2.434 2.990
C 3.143 2.905 2.220
C 3.388 3.102 0.715
C 3.315 1.782 -0.065
C 2.891 1.963 -1.523
C 3.238 0.755 -2.402
C 2.190 -0.359 -2.330
C 2.483 -1.405 -1.253
C 1.234 -2.238 -0.913
C 0.653 -1.893 0.459
C -0.362 -0.744 0.432
P -2.095 -1.223 0.008
C -2.412 -1.766 1.833
N -2.855 -0.535 2.502
C -1.918 -0.711 -1.847
O -1.529 0.640 -1.985
O -2.382 1.193 -3.002
C -2.701 -2.899 -0.638
C -1.775 -4.082 -0.450
O -0.998 -4.456 -1.329
I -1.837 -5.266 1.365
B -3.468 0.137 0.404
O -4.786 -0.324 0.482
C -3.175 1.664 0.575
C -4.227 2.408 1.404
H 3.716 -0.581 4.332
H 2.696 0.829 4.159
H 2.810 -0.341 2.848
H 4.751 0.526 2.029
H 5.442 0.692 3.606
H 4.356 2.802 4.012
H 5.250 2.872 2.518
H 2.829 3.867 2.618
H 2.309 2.228 2.368
H 2.648 3.788 0.320
H 4.385 3.515 0.610
H 4.287 1.303 -0.058
H 2.584 1.151 0.433
H 3.409 2.834 -1.919
H 1.824 2.154 -1.582
H 4.200 0.359 -2.087
H 3.351 1.077 -3.431
H 1.206 0.083 -2.191
H 2.158 -0.850 -3.299
H 3.234 -2.064 -1.676
H 2.884 -0.924 -0.369
H 1.471 -3.295 -0.959
H 0.518 -2.049 -1.706
H 0.288 -2.776 0.974
H 1.486 -1.540 1.060
H -0.400 -0.321 1.432
H 0.029 0.040 -0.212
H -3.208 -2.495 1.916
H -1.556 -2.234 2.315
H -2.101 -0.039 2.949
H -3.585 -0.709 3.172
H -2.906 -0.821 -2.292
H -1.264 -1.363 -2.433
H -2.201 2.136 -2.931
H -2.898 -2.884 -1.702
H -3.647 -3.120 -0.153
H -5.062 -0.608 -0.395
H -3.190 2.085 -0.435
H -2.170 1.858 0.932
H -3.816 3.354 1.739
H -5.102 2.633 0.806
H -4.562 1.806 2.239
C -5.032 -1.440 -4.850
Cl -4.204 0.070 -5.208
Cl -3.932 -2.811 -4.986
Cl -5.771 -1.397 -3.238
H -5.829 -1.573 -5.568

=====

Record 7
18
Properties=species:S:1:pos:R:3 method="wB97M-V/def2-TZVPD" total_energy_ha=-2825.5458 e_above_lowest_ev=2.485 charge=+1 largest_force_ev_per_a=4.7 e_homo_ev=-13.43 lumo_ev=-3.4 homo_lumo_gap_ev=10.014
C 3.009 -0.117 0.351
C 1.817 -0.598 0.185
C -0.639 0.842 -0.967
C 0.269 0.241 1.302
C -0.975 0.430 0.460
N -1.782 -0.837 0.434
Br 0.021 -0.871 2.873
H 3.843 -0.568 -0.170
H 3.238 0.735 0.967
H 1.448 -1.452 -0.339
H -0.130 0.037 -1.491
H 0.025 1.699 -0.955
H -1.534 1.114 -1.518
H 0.725 1.181 1.593
H -1.605 1.198 0.926
H -1.382 -1.499 -0.241
H -2.763 -0.661 0.194
H -1.715 -1.261 1.389